Entry 1:
A 4-piece molecular cluster, C54H96N5O9P2 overall at a distorted geometry. Source: the OMol25 dataset; level of theory: ωB97M-V/def2-TZVPD.

Last column: Löwdin charge in e.
Positions of all 166 atoms, in Å:
C (2.0776, -3.0024, -0.0941)  0.121
C (1.2869, -2.5853, -0.8909)  -0.110
C (0.2726, -1.8463, -1.6830)  -0.124
C (0.7940, -1.3381, -3.0148)  -0.086
C (0.1761, -1.6542, -4.2572)  -0.112
C (-1.0842, -2.5128, -4.1771)  -0.137
C (-2.2398, -1.7387, -3.4786)  -0.163
C (-3.5128, -1.5517, -4.3385)  -0.191
C (-3.9103, -0.0610, -4.4137)  -0.209
C (-5.4125, 0.1473, -4.7074)  -0.192
C (-6.2085, 0.2865, -3.3753)  -0.210
C (-6.3455, 1.7615, -2.9554)  -0.225
C (-7.5223, 1.9729, -1.9696)  -0.256
C (-7.1492, 1.4185, -0.5725)  -0.119
C (0.6942, -1.1694, -5.4789)  -0.150
P (-0.2407, -1.6253, -6.9590)  0.522
O (-1.6688, -1.2748, -6.7638)  -0.268
O (0.3225, -0.8552, -8.2633)  -0.170
O (-0.1514, -3.2460, -7.1949)  -0.127
C (1.8696, -0.3750, -5.4837)  -0.240
P (2.6576, 0.2530, -7.0254)  0.770
N (1.9466, 1.5403, -7.6069)  -0.289
C (2.4447, -0.0405, -4.2736)  -0.084
C (1.9110, -0.5112, -3.0452)  0.002
C (2.7860, 0.0931, -1.9302)  -0.332
O (3.0089, -0.2414, -0.8158)  0.160
N (3.3810, 1.2103, -2.5827)  0.028
C (2.8762, 2.5503, -2.2331)  -0.125
C (2.2314, 3.3408, -3.3737)  -0.169
C (0.7795, 2.8885, -3.6874)  -0.179
C (0.2904, 3.3051, -5.0970)  -0.179
C (-1.0583, 4.0954, -5.0598)  -0.150
C (-2.0638, 3.4058, -5.9826)  -0.242
O (-3.0575, 4.3107, -6.4351)  -0.181
C (-4.0584, 3.6398, -7.1443)  -0.127
C (3.6381, 0.8512, -3.9287)  -0.369
O (4.5967, 1.1408, -4.5706)  0.128
H (2.7617, -3.2497, 0.6815)  0.031
H (-0.5562, -2.5409, -1.8044)  0.089
H (-0.1313, -1.0150, -1.0984)  0.144
H (-1.3669, -2.9347, -5.1327)  0.079
H (-0.8123, -3.3446, -3.5179)  0.117
H (-2.5299, -2.2733, -2.5686)  0.109
H (-1.8814, -0.7610, -3.1416)  0.107
H (-4.3540, -2.0445, -3.8342)  0.108
H (-3.4166, -1.9843, -5.3336)  0.092
H (-3.3079, 0.4831, -5.1447)  0.088
H (-3.7235, 0.3458, -3.4124)  0.102
H (-5.5136, 1.1126, -5.2175)  0.078
H (-5.8387, -0.6064, -5.3727)  0.109
H (-5.6590, -0.2652, -2.6037)  0.104
H (-7.1975, -0.1714, -3.4748)  0.108
H (-5.4236, 2.1411, -2.5081)  0.109
H (-6.5803, 2.3612, -3.8419)  0.103
H (-8.4048, 1.4544, -2.3489)  0.099
H (-7.7132, 3.0471, -1.9047)  0.098
H (-7.7381, 1.8767, 0.2233)  0.062
H (-6.0801, 1.5513, -0.3874)  0.065
H (-7.3297, 0.3385, -0.5654)  0.068
H (-0.0397, -1.2656, -9.0572)  0.093
H (-0.7482, -3.4028, -7.9388)  0.081
H (2.6545, -0.8331, -7.9315)  0.005
H (3.9934, 0.5738, -6.7005)  0.019
H (2.5972, 2.3158, -7.6255)  -0.040
H (2.0963, 2.4032, -1.4752)  0.132
H (3.6479, 3.1567, -1.7513)  0.117
H (2.1461, 4.3719, -3.0127)  0.118
H (2.8538, 3.4157, -4.2713)  0.110
H (0.6120, 1.8315, -3.4716)  0.097
H (0.1515, 3.4410, -2.9779)  0.100
H (0.1100, 2.4053, -5.6811)  0.075
H (1.0179, 3.9540, -5.5848)  0.106
H (-0.9266, 5.1029, -5.4676)  0.113
H (-1.4462, 4.1956, -4.0444)  0.103
H (-1.5469, 2.9853, -6.8573)  0.128
H (-2.5641, 2.5681, -5.4707)  0.108
H (-4.9111, 4.3033, -7.3033)  0.087
H (-4.4306, 2.7563, -6.6034)  0.070
H (-3.7221, 3.3003, -8.1345)  0.091
C (7.1093, 1.1922, -0.5953)  -0.014
C (7.4467, -0.3198, -0.4974)  -0.477
C (6.6528, -0.9738, 0.6305)  -0.144
C (7.1755, -0.6527, 2.0256)  -0.174
C (8.6619, -0.9966, 2.1173)  -0.133
C (9.4923, -0.3058, 1.0268)  -0.491
N (8.9162, -0.5191, -0.3388)  -0.070
O (9.2193, -1.7237, -0.7272)  -0.017
C (9.5958, 1.1959, 1.3662)  -0.048
C (10.9334, -0.8135, 1.0831)  -0.047
C (6.9186, -0.9064, -1.8030)  -0.043
H (6.9944, 1.5005, -1.6354)  0.079
H (6.1771, 1.4258, -0.0784)  0.088
H (7.8778, 1.8466, -0.1970)  0.051
H (6.6694, -2.0618, 0.5029)  0.127
H (5.6050, -0.6760, 0.5486)  0.110
H (7.0043, 0.4017, 2.2630)  0.106
H (6.6164, -1.2283, 2.7670)  0.106
H (9.0451, -0.7126, 3.1002)  0.123
H (8.7798, -2.0822, 2.0430)  0.125
H (10.0403, 1.7537, 0.5406)  0.092
H (10.2340, 1.3389, 2.2385)  0.084
H (8.6403, 1.6501, 1.6222)  0.064
H (10.9967, -1.8961, 0.9858)  0.079
H (11.3810, -0.5509, 2.0414)  0.084
H (11.5379, -0.3614, 0.2949)  0.092
H (7.4662, -0.5159, -2.6625)  0.094
H (5.8700, -0.6270, -1.9183)  0.075
H (6.9654, -1.9942, -1.8405)  0.081
C (3.3462, -1.7818, 5.2712)  -0.018
C (2.2389, -1.1549, 4.3839)  -0.473
C (1.7361, 0.1624, 4.9890)  -0.143
C (0.8245, -0.0198, 6.1973)  -0.173
C (-0.3363, -0.9448, 5.8433)  -0.136
C (0.1335, -2.2890, 5.2853)  -0.488
N (1.1211, -2.1256, 4.1728)  -0.068
O (0.4589, -1.7794, 3.1067)  -0.020
C (0.7232, -3.1225, 6.4427)  -0.045
C (-1.0779, -3.0892, 4.8090)  -0.043
C (2.9524, -0.8114, 3.0739)  -0.050
H (4.1594, -2.1777, 4.6612)  0.074
H (3.7745, -1.0458, 5.9532)  0.089
H (3.0143, -2.6251, 5.8680)  0.052
H (1.1851, 0.7226, 4.2262)  0.124
H (2.5908, 0.7851, 5.2620)  0.120
H (1.3938, -0.4093, 7.0469)  0.105
H (0.4338, 0.9514, 6.5091)  0.113
H (-0.9557, -1.1144, 6.7267)  0.119
H (-0.9779, -0.4438, 5.1119)  0.123
H (1.2119, -4.0233, 6.0674)  0.091
H (-0.0723, -3.4392, 7.1173)  0.085
H (1.4307, -2.5704, 7.0595)  0.064
H (-1.6686, -2.5496, 4.0714)  0.074
H (-1.7399, -3.2999, 5.6483)  0.083
H (-0.7730, -4.0442, 4.3757)  0.092
H (3.2987, -1.7053, 2.5532)  0.074
H (3.8248, -0.1907, 3.2849)  0.088
H (2.3195, -0.2478, 2.3892)  0.078
C (-6.0644, 1.7301, 4.5238)  -0.018
C (-5.6264, 0.2434, 4.4589)  -0.477
C (-6.8466, -0.6853, 4.4388)  -0.142
C (-7.5345, -0.8274, 5.7924)  -0.173
C (-6.5236, -1.2598, 6.8517)  -0.136
C (-5.3165, -0.3231, 6.9306)  -0.492
N (-4.7043, -0.0823, 5.5877)  -0.067
O (-4.0037, -1.1291, 5.2629)  -0.028
C (-5.7607, 0.9990, 7.5911)  -0.046
C (-4.2803, -0.9051, 7.8932)  -0.045
C (-4.9245, 0.1122, 3.1052)  -0.045
H (-5.4573, 2.3461, 3.8595)  0.080
H (-7.1065, 1.8519, 4.2247)  0.089
H (-5.9506, 2.1857, 5.5019)  0.051
H (-6.5370, -1.6816, 4.1059)  0.124
H (-7.5622, -0.3283, 3.6957)  0.121
H (-8.0197, 0.1123, 6.0726)  0.106
H (-8.3287, -1.5735, 5.7212)  0.114
H (-7.0114, -1.3075, 7.8278)  0.125
H (-6.1894, -2.2773, 6.6245)  0.126
H (-4.9749, 1.7532, 7.5246)  0.093
H (-5.9694, 0.8371, 8.6488)  0.085
H (-6.6767, 1.4085, 7.1693)  0.065
H (-3.9698, -1.9104, 7.6113)  0.077
H (-4.7013, -0.9692, 8.8962)  0.085
H (-3.3926, -0.2711, 7.9417)  0.087
H (-4.0109, 0.7083, 3.0766)  0.091
H (-5.5889, 0.4749, 2.3194)  0.081
H (-4.6665, -0.9184, 2.8644)  0.080

Its net charge is 0. For the calculated total energy, the calculation gives -3748.5634 a.u. As for the HOMO energy (spin up / spin down): -8.38 / -8.61 eV. Its spin multiplicity is 4. As for the HOMO-LUMO gap (spin up / spin down): 0.2835 / 0.2919 Eh. Its expectation value of S² is 3.762.

---

Entry 2:
A 3-piece molecular cluster, C42H74ClN7O8P2Si overall at a distorted geometry. Source: the OMol25 dataset; level of theory: ωB97M-V/def2-TZVPD.

Last column: Löwdin charge in e.
Positions of all 135 atoms, in Å:
C (4.7906, -9.9908, 4.0352)  -0.006
C (4.6802, -8.4921, 4.2635)  -0.549
O (3.5890, -7.9922, 4.4197)  0.060
N (5.8615, -7.7820, 4.3213)  0.044
C (5.7440, -6.3477, 4.0593)  -0.183
C (5.7648, -5.9711, 2.5495)  -0.167
C (6.8435, -4.9081, 2.3219)  -0.197
C (6.8171, -4.2560, 0.9349)  -0.138
C (5.4340, -3.8763, 0.4270)  -0.150
C (4.8456, -4.7471, -0.4926)  -0.009
C (3.6090, -4.4434, -1.0172)  -0.013
C (2.9006, -3.2917, -0.6841)  -0.135
C (1.5736, -3.0981, -1.3916)  -0.178
C (0.5539, -4.1597, -0.9539)  -0.713
C (-0.0343, -3.9350, 0.4505)  -0.090
Cl (-0.7112, -4.4023, -2.2122)  0.585
C (3.4638, -2.4193, 0.2554)  0.000
C (4.7341, -2.7203, 0.7956)  -0.018
C (5.3397, -1.7550, 1.7554)  -0.256
O (6.1971, -2.0302, 2.5606)  0.112
C (4.8274, -0.3410, 1.7106)  -0.071
C (5.6649, 0.6327, 2.2315)  0.049
C (5.2601, 1.9540, 2.2585)  -0.179
C (6.1002, 3.0631, 2.8395)  -0.045
C (6.4136, 4.1119, 1.7947)  -0.519
O (7.1175, 3.8932, 0.8546)  0.133
O (5.8316, 5.3208, 2.0045)  0.096
C (3.9975, 2.2582, 1.7501)  0.026
C (3.1440, 1.2967, 1.2341)  -0.124
C (1.7827, 1.7693, 0.7640)  -0.102
C (0.7757, 2.0248, 1.8963)  -0.235
O (0.0649, 0.8434, 2.2411)  -0.211
Si (0.3152, 0.2205, 3.7702)  0.435
C (0.0698, -1.6504, 3.6022)  -0.149
C (2.0434, 0.4683, 4.4673)  -0.145
C (-0.9632, 0.7994, 5.0290)  -0.151
C (3.5632, -0.0488, 1.2003)  -0.029
C (2.7267, -1.1736, 0.6801)  -0.240
O (1.5262, -1.0900, 0.6256)  0.100
H (4.9935, -10.1906, 2.9816)  0.081
H (3.8508, -10.4405, 4.3365)  0.079
H (5.6013, -10.4134, 4.6318)  0.078
H (6.5819, -8.2127, 3.7568)  0.128
H (4.8823, -5.9139, 4.5549)  0.118
H (6.6140, -5.8773, 4.5258)  0.109
H (5.9154, -6.8798, 1.9591)  0.115
H (4.7675, -5.5978, 2.3075)  0.111
H (7.8123, -5.4140, 2.4153)  0.117
H (6.7980, -4.1979, 3.1413)  0.095
H (7.4475, -3.3680, 0.8719)  0.118
H (7.2256, -4.9779, 0.2227)  0.111
H (5.3713, -5.6480, -0.7793)  0.120
H (3.1708, -5.1255, -1.7394)  0.125
H (1.7608, -3.2984, -2.4522)  0.107
H (1.1774, -2.0907, -1.3410)  0.112
H (1.0968, -5.1022, -0.9286)  0.075
H (0.2061, -4.8055, 1.0634)  0.082
H (0.3743, -3.0475, 0.9193)  0.041
H (-1.1200, -3.9170, 0.3761)  0.063
H (6.6291, 0.3522, 2.6349)  0.130
H (5.4941, 3.5348, 3.6188)  0.129
H (6.9909, 2.7015, 3.3492)  0.132
H (5.5451, 5.6506, 1.1414)  0.127
H (3.6873, 3.2984, 1.8056)  0.135
H (1.9424, 2.7457, 0.2903)  0.120
H (1.3592, 1.1448, -0.0159)  0.117
H (0.0300, 2.7142, 1.4876)  0.111
H (1.2262, 2.5325, 2.7550)  0.110
H (-0.5464, -1.8121, 2.7151)  0.023
H (-0.3390, -2.1104, 4.4975)  0.028
H (1.0519, -2.0587, 3.3456)  0.023
H (2.2619, 1.5282, 4.6197)  0.030
H (2.0319, 0.0173, 5.4659)  0.041
H (2.8332, -0.0281, 3.9047)  0.024
H (-1.2514, -0.0751, 5.6205)  0.023
H (-0.5905, 1.5369, 5.7424)  0.027
H (-1.8823, 1.1515, 4.5571)  0.019
C (-4.9807, 2.3716, -0.6771)  -0.127
N (-4.0522, 2.2594, 0.4259)  -0.303
C (-3.4201, 0.9407, 0.4664)  -0.129
P (-4.1217, 3.0939, 1.9517)  0.738
O (-2.6152, 3.2227, 2.0503)  -0.300
N (-4.4873, 4.7953, 1.7989)  -0.329
C (-4.7395, 5.4035, 0.5035)  -0.144
C (-3.5582, 5.6616, 2.5222)  -0.158
N (-5.7729, 2.6971, 2.1695)  -0.318
C (-6.0756, 1.3026, 2.4826)  -0.126
C (-6.9462, 3.5137, 1.9419)  -0.116
H (-5.9531, 1.8857, -0.4926)  0.075
H (-4.5579, 1.9067, -1.5691)  0.080
H (-5.1617, 3.4009, -0.9708)  0.051
H (-4.0611, 0.1845, 0.9412)  0.063
H (-2.4814, 0.9822, 1.0236)  0.061
H (-3.1761, 0.5914, -0.5381)  0.079
H (-3.9050, 5.2658, -0.1974)  0.092
H (-4.9078, 6.4761, 0.6254)  0.082
H (-5.6570, 5.0356, 0.0456)  0.055
H (-2.6164, 5.8104, 1.9814)  0.079
H (-3.3239, 5.2580, 3.5058)  0.070
H (-4.0175, 6.6411, 2.6817)  0.078
H (-6.3142, 0.7287, 1.5799)  0.078
H (-6.9210, 1.2231, 3.1681)  0.080
H (-5.2292, 0.8228, 2.9758)  0.075
H (-7.2041, 3.5490, 0.8796)  0.078
H (-6.8260, 4.5246, 2.3223)  0.080
H (-7.8095, 3.1002, 2.4711)  0.080
C (-4.5409, 0.3661, -6.9379)  -0.127
N (-5.1699, 1.3814, -6.1236)  -0.304
C (-6.5957, 1.1214, -5.9387)  -0.136
P (-4.6999, 3.0372, -5.9742)  0.704
O (-5.0673, 3.2514, -4.5307)  -0.304
N (-2.9715, 3.2428, -5.7870)  -0.328
C (-2.0655, 2.1073, -5.7943)  -0.147
C (-2.5986, 4.0990, -4.6601)  -0.151
N (-4.5913, 3.3587, -7.6434)  -0.317
C (-5.8516, 3.4204, -8.3822)  -0.126
C (-3.4147, 3.4343, -8.4849)  -0.114
H (-4.7238, 0.4837, -8.0181)  0.079
H (-4.9198, -0.6168, -6.6538)  0.083
H (-3.4695, 0.3066, -6.7751)  0.048
H (-7.1959, 1.4535, -6.7970)  0.066
H (-6.9644, 1.6385, -5.0515)  0.072
H (-6.7847, 0.0581, -5.7870)  0.078
H (-2.3086, 1.3664, -5.0202)  0.091
H (-1.0416, 2.4489, -5.6265)  0.082
H (-2.0303, 1.6143, -6.7663)  0.055
H (-2.6416, 3.5723, -3.6997)  0.078
H (-3.2434, 4.9731, -4.5962)  0.071
H (-1.5783, 4.4659, -4.8012)  0.079
H (-6.1020, 2.4551, -8.8378)  0.079
H (-5.8121, 4.1685, -9.1753)  0.079
H (-6.6732, 3.7082, -7.7244)  0.077
H (-3.0588, 2.4376, -8.7627)  0.079
H (-2.6082, 3.9919, -8.0183)  0.080
H (-3.6434, 3.9659, -9.4125)  0.080

Its net charge is 0. For the calculated total energy, the calculation gives -4062.3953 a.u. As for the HOMO energy: -7.62 eV. Its energy above the lowest of the compared OMol25 structures with the same formula, charge and spin is 138.8 kJ/mol. Its spin multiplicity is 1. As for the HOMO-LUMO gap: 0.2499 Eh. As for the SMILES: CC(=O)NCCCCc1ccc(C[C@@H](C)Cl)c2c1C(=O)c1cc(CC(=O)O)cc(CCO[Si](C)(C)C)c1C2=O.CN(C)P(=O)(N(C)C)N(C)C.CN(C)P(=O)(N(C)C)N(C)C.